Formula: C27H51BrFN3O4
Source: the OMol25 dataset
Level of theory: the ωB97M-V functional and the def2-TZVPD basis

- structure (SMILES) = CCCCCCCCCCCCN1[C@@H](CCCC(=O)O)C[N@@H+](C[C@H](C)F)[C@](Br)(C(=O)[O-])[C@@H]1CCCN
- multiplicity = 1
- E (a.u.) = -4198.22593

```
87
C27H51BrFN3O4, DFT the ωB97M-V functional and the def2-TZVPD basis
C -5.68915 2.56244 1.43186
N -4.32678 0.37663 1.05760
H -2.30425 0.02414 -2.99979
C -3.13588 0.96279 0.36099
C -2.47445 0.05169 -0.79081
C 7.62342 3.02875 0.22585
C -5.09898 -1.71336 2.32069
H 7.70754 3.13017 -0.90761
N -2.20524 -1.33015 -0.31511
H 0.35747 -1.33959 -0.48523
F -6.91946 3.19250 0.98131
H -1.42145 0.52212 -0.93877
C -2.75046 2.82208 -2.59183
H 1.22378 -2.15822 1.32068
H -4.68592 1.91475 -1.96883
C -3.16221 0.17377 -2.23839
H -4.18266 0.55892 2.08123
H 6.94408 1.37663 1.68234
O -5.02232 -2.97088 2.54228
H 7.54790 -0.24080 0.14393
H 4.82883 0.87686 -1.27602
C -4.47544 -1.10543 0.95052
H -3.17652 -2.87855 0.81129
H -5.88617 1.15481 -0.33311
O -1.31099 2.66146 -4.66964
C 5.52026 0.03413 -0.93333
H -4.72203 3.04100 3.40226
H 5.58751 2.07918 0.67193
H 7.51769 0.95348 -1.30292
C 4.72866 -0.87137 0.13975
H -1.88939 -3.36153 -0.82622
H -6.45490 0.48964 1.29030
H 9.13365 2.83334 1.94855
C 6.69754 1.78510 0.63255
C -2.97758 -1.74326 0.87361
C -5.71510 2.58438 3.02536
H -3.36329 2.03346 0.04530
H 1.81038 -3.15997 -0.58295
H -4.17936 1.51893 -3.68059
C -1.42222 2.56356 -3.43333
C 6.93988 0.56208 -0.40039
H 3.02447 -0.74097 -1.87344
C -0.63888 -1.16481 2.12181
C 0.50873 -1.59315 -1.58310
H 3.61808 -2.26175 -2.77871
C -2.07852 -2.35586 -1.36729
H -3.29524 3.70585 -3.09698
C 1.75784 -2.64384 -1.61296
H -4.84704 3.25706 1.05919
H 3.85575 -2.97128 0.13477
C -0.77444 -2.19046 -2.32890
H 5.73899 -0.62042 -1.85312
H 5.21752 -2.63644 -1.11156
H -2.65474 -0.74315 2.94973
H -0.49583 -3.27489 -2.61808
Br -5.67991 -1.74054 -0.48985
O -5.75836 -0.94558 3.24424
C 3.16763 -1.87951 -1.79281
H -2.19516 -2.57101 2.85249
H -5.80209 1.56426 3.52661
H -3.04058 -2.55509 -1.97902
H 0.85799 -0.63646 -2.10572
C -2.17993 -1.56593 2.29043
C 9.13032 2.85019 0.80785
H -1.02345 -1.68353 -3.32658
H 5.36205 -1.15825 1.04167
H -2.30961 1.06344 1.16523
O -0.24728 2.21755 -2.66869
H 3.78250 -0.33746 0.53243
N 1.04269 -2.67085 3.36619
H -3.92346 -0.63429 -2.48193
H 7.14371 3.98472 0.65288
H -6.56148 3.23220 3.46538
H -0.43086 2.62534 -1.78438
H 9.71205 3.77828 0.48506
H -0.42939 -0.38997 1.30350
C 4.24777 -2.21659 -0.64491
H 9.58744 1.88794 0.38486
H -0.16425 -3.40217 1.70153
H 1.38400 -1.77287 3.74130
H 1.62772 -3.46513 -2.39017
H -2.47340 3.19001 -1.54720
C -5.63113 1.11149 0.77223
H -0.33699 -0.64206 3.10889
C 0.36467 -2.45202 2.03349
H 0.41430 -3.14600 4.02404
C -3.79055 1.59833 -2.59565
```



Formula: C5H26N2O6S
Source: the OMol25 dataset
Level of theory: the ωB97M-V functional and the def2-TZVPD basis

- energy above the lowest of the compared OMol25 structures with the same formula, charge and spin (kJ/mol) = 312.5
- structure (SMILES) = CNCCNCCS.O.O.O.O.O.O
- multiplicity = 1
- E (a.u.) = -1165.15460

```
40
C5H26N2O6S, DFT the ωB97M-V functional and the def2-TZVPD basis
N -1.74369 0.14279 -0.47627
H -0.29684 3.86987 -2.82686
C -0.53469 0.83301 -0.84056
H 1.56288 0.20762 0.37089
C -1.59157 -1.07163 0.35345
O 3.44304 2.45275 -2.27542
H -2.38325 -3.66689 -0.24989
H 4.37960 2.29486 -2.15090
H -0.76246 1.71335 -1.42571
H -0.59931 1.75805 1.10650
H -3.17387 -1.96238 1.53270
H -3.86468 -0.89138 0.31377
H 2.48750 2.85195 0.44793
H 0.85620 -0.88451 -3.03587
O 1.60228 -2.35669 0.98638
H 0.87931 -0.81249 3.69915
N 1.39004 1.03360 0.92380
H 0.47102 2.62583 -0.05768
O 0.29341 0.81725 3.70191
H 0.33709 2.46230 -2.44913
O 0.49886 3.33247 -2.81369
H 3.42872 1.36020 0.88248
H 1.13194 0.64211 -3.59997
C 2.54532 1.91434 1.06840
H 1.52216 -1.54442 1.51520
H 0.17883 0.28481 -1.52038
S -3.30877 -2.90305 -0.81250
C -3.04513 -1.60980 0.50627
H -0.86292 -1.80703 -0.00785
H -1.20244 -0.73471 1.31465
H 1.53948 -2.87516 1.80385
H -2.18997 -0.11684 -1.35517
H 0.57726 0.97909 2.77990
H -0.64026 0.62987 3.79901
H 1.93250 -1.87568 4.20142
H 3.03844 1.87281 -2.92278
O 0.51221 -0.05982 -3.39235
O 1.17120 -1.75643 3.63727
H 2.44060 2.39869 2.06550
C 0.13923 1.61034 0.31711
```



Formula: C3H2FO2
Source: the OMol25 dataset
Level of theory: the ωB97M-V functional and the def2-TZVPD basis

- energy above the lowest of the compared OMol25 structures with the same formula, charge and spin (kJ/mol) = 552.3
- multiplicity = 1
- E (a.u.) = -365.69979
- total charge = -1

```
8
C3H2FO2, DFT the ωB97M-V functional and the def2-TZVPD basis
F 0.99654 -1.56692 -0.77167
O -1.21205 -1.12659 -0.12900
C -0.45798 -0.70363 0.92884
O -0.56202 -0.70408 2.10216
C 0.14987 -0.59064 -0.31635
C 0.32276 1.52468 -0.99151
H 1.20063 1.30053 -0.54330
H -0.43774 1.86665 -0.27917
```



| no. | LUMO level (eV) | E_HOMO (Eh) | HOMO-LUMO gap (eV) |
| --- | --- | --- | --- |
| 1 | -0.41 | -0.314 | 8.13 |
| 2 | 0.25 | -0.328 | 9.18 |
| 3 | 4.18 | -0.112 | 7.23 |